(1)
{"formula": "C11H15N", "method": "wB97M-V/def2-TZVPD", "charge": 0, "lumo_ev": 0.87, "gap_ev": 8.88, "e_homo_ha": -0.2941, "e_above_lowest_ev": 2.2167, "elements": ["C", "C", "C", "N", "C", "C", "C", "C", "C", "C", "H", "H", "H", "H", "H", "H", "H", "H", "H", "C", "C", "H", "H", "H", "H", "H", "H"], "positions_angstrom": [[-0.46, 0.58, -3.46], [-0.02, 0.46, -2.06], [0.71, -0.64, -1.68], [1.02, -0.63, -0.24], [0.34, 0.46, 0.17], [0.35, 1.09, 1.42], [-0.37, 2.20, 1.77], [-0.98, 2.83, 0.71], [-1.12, 2.40, -0.57], [-0.39, 1.20, -0.88], [-1.26, -0.12, -3.76], [0.43, 0.60, -4.11], [-1.00, 1.54, -3.68], [0.96, -1.50, -2.33], [2.02, -0.88, -0.04], [0.81, 0.54, 2.27], [-0.23, 2.68, 2.72], [-1.41, 3.84, 0.78], [-1.63, 2.89, -1.36], [0.10, -4.53, 2.34], [0.56, -3.10, 1.98], [-0.84, -4.94, 1.93], [0.93, -5.22, 2.20], [0.10, -4.67, 3.42], [-0.36, -2.54, 1.41], [0.81, -2.58, 2.88], [1.31, -2.94, 1.26]]}



(2)
{"formula": "C19H16FeN4O4S", "method": "wB97M-V/def2-TZVPD", "charge": 1, "lumo_ev": [-3.72, -4.99], "gap_ev": [7.83, 7.06], "spin_multiplicity": 6, "e_homo_ha": [-0.4245, -0.4430], "e_above_lowest_ev": 0.0000, "elements": ["Fe", "C", "C", "N", "C", "C", "N", "C", "O", "O", "C", "O", "O", "H", "H", "H", "H", "H", "S", "C", "N", "C", "C", "C", "C", "H", "H", "H", "H", "H", "C", "C", "C", "C", "C", "C", "C", "C", "N", "H", "H", "H", "H", "H", "H"], "positions_angstrom": [[0.96, -0.18, -0.33], [4.46, -1.93, -0.07], [3.22, -2.49, -0.67], [2.05, -1.87, -0.77], [1.17, -2.75, -1.38], [1.82, -3.91, -1.65], [3.10, -3.72, -1.19], [1.48, -5.23, -2.27], [0.25, -5.40, -2.68], [2.35, -6.06, -2.34], [-0.23, -2.32, -1.61], [-1.05, -3.06, -2.13], [-0.48, -1.10, -1.20], [4.30, -0.90, 0.24], [5.28, -1.96, -0.79], [4.76, -2.51, 0.80], [3.81, -4.43, -1.27], [-0.33, -4.61, -2.52], [0.66, 0.11, 1.98], [-1.04, 0.49, 2.05], [-1.40, 1.48, 2.90], [-2.67, 1.87, 3.12], [-3.69, 1.25, 2.46], [-3.37, 0.22, 1.57], [-2.06, -0.16, 1.37], [-0.65, 1.95, 3.38], [-2.81, 2.69, 3.81], [-4.71, 1.57, 2.62], [-4.16, -0.29, 1.03], [-1.81, -0.95, 0.68], [1.39, 1.54, -1.43], [0.30, 2.33, -0.86], [-1.03, 2.07, -1.23], [-2.08, 2.76, -0.63], [-1.80, 3.72, 0.34], [-0.48, 4.01, 0.70], [0.55, 3.31, 0.11], [-2.89, 4.37, 1.03], [-3.76, 4.81, 1.63], [2.40, 1.90, -1.24], [1.24, 1.18, -2.44], [-1.25, 1.33, -1.99], [-3.10, 2.55, -0.92], [-0.28, 4.78, 1.43], [1.57, 3.53, 0.39]]}



(3)
{"formula": "C15H34AlNO12P", "method": "wB97M-V/def2-TZVPD", "charge": -1, "lumo_ev": 2.26, "gap_ev": 5.82, "e_homo_ha": -0.1306, "elements": ["C", "C", "C", "C", "Al", "C", "O", "N", "O", "P", "C", "O", "H", "H", "H", "H", "H", "H", "H", "H", "H", "H", "H", "H", "H", "H", "H", "H", "C", "O", "C", "O", "O", "C", "H", "H", "H", "H", "H", "H", "C", "O", "C", "O", "O", "C", "H", "H", "H", "H", "H", "H", "C", "O", "C", "O", "O", "C", "H", "H", "H", "H", "H", "H"], "positions_angstrom": [[0.75, -0.52, 0.60], [0.52, 0.56, -0.47], [1.65, 0.59, -1.53], [1.18, 0.02, -2.88], [2.44, 2.44, -1.62], [0.99, 3.88, -1.71], [-0.18, 3.59, -2.56], [0.16, 3.32, -3.82], [-0.78, 3.03, -4.49], [3.57, 2.74, 0.48], [5.08, 3.69, 0.02], [2.72, 3.94, 1.36], [1.72, -0.39, 1.07], [-0.05, -0.48, 1.34], [0.76, -1.48, 0.09], [0.51, 1.52, 0.07], [-0.45, 0.39, -0.94], [2.46, -0.05, -1.17], [0.63, 0.73, -3.49], [2.04, -0.33, -3.46], [0.53, -0.86, -2.73], [3.48, 2.59, -2.86], [0.52, 4.05, -0.74], [1.38, 4.85, -2.02], [5.72, 2.96, -0.48], [4.89, 4.51, -0.67], [5.59, 4.05, 0.92], [1.80, 3.69, 1.29], [-1.99, -1.11, 5.71], [-3.33, -1.19, 5.20], [-3.40, -1.05, 3.87], [-2.47, -0.88, 3.13], [-4.68, -1.13, 3.51], [-4.89, -1.00, 2.10], [-2.08, -1.24, 6.79], [-1.38, -1.90, 5.29], [-1.55, -0.14, 5.48], [-4.37, -1.78, 1.56], [-4.54, -0.02, 1.75], [-5.96, -1.08, 1.95], [2.10, -3.96, 2.87], [3.18, -3.05, 2.69], [4.31, -3.39, 3.31], [4.48, -4.37, 3.99], [5.22, -2.45, 3.05], [6.49, -2.68, 3.66], [1.27, -3.55, 2.31], [2.36, -4.95, 2.48], [1.84, -4.04, 3.92], [6.92, -3.61, 3.31], [6.40, -2.70, 4.75], [7.11, -1.84, 3.36], [-6.96, -1.27, -5.02], [-6.00, -0.34, -5.53], [-5.06, 0.01, -4.64], [-5.00, -0.39, -3.51], [-4.24, 0.86, -5.22], [-3.15, 1.33, -4.40], [-7.65, -1.46, -5.84], [-6.48, -2.19, -4.72], [-7.50, -0.84, -4.18], [-2.52, 0.50, -4.08], [-3.54, 1.85, -3.52], [-2.57, 2.02, -5.00]]}



(4)
{"formula": "C2F2N2", "method": "wB97M-V/def2-TZVPD", "charge": 0, "lumo_ev": -2.33, "gap_ev": 10.58, "e_homo_ha": -0.4747, "e_above_lowest_ev": 2.6407, "elements": ["C", "C", "N", "N", "F", "F"], "positions_angstrom": [[-1.23, 0.31, -0.02], [0.10, -0.03, 0.07], [-2.31, 0.56, -0.02], [1.10, 0.67, -0.01], [-0.11, -1.89, 0.00], [2.46, 0.38, -0.02]]}



(5)
{"formula": "BrClO2S", "method": "wB97M-V/def2-TZVPD", "charge": 0, "lumo_ev": -1.97, "gap_ev": 9.34, "e_homo_ha": -0.4156, "e_above_lowest_ev": 1.3354, "elements": ["O", "S", "O", "Cl", "Br"], "positions_angstrom": [[-0.42, -0.76, -1.35], [-0.12, -0.20, -0.09], [-0.69, -0.84, 1.38], [-0.80, 1.73, 0.02], [2.03, 0.06, 0.06]]}



(6)
{"formula": "C25H59B3ClF3NO21P4", "method": "wB97M-V/def2-TZVPD", "charge": -1, "lumo_ev": 1.90, "gap_ev": 6.02, "e_homo_ha": -0.1515, "elements": ["C", "C", "O", "C", "C", "C", "O", "C", "F", "F", "F", "O", "B", "C", "C", "C", "C", "N", "C", "C", "C", "O", "B", "O", "O", "O", "C", "B", "O", "C", "C", "P", "O", "Cl", "H", "H", "H", "H", "H", "H", "H", "H", "H", "H", "H", "H", "H", "H", "H", "H", "H", "H", "H", "H", "H", "H", "H", "H", "H", "H", "H", "H", "H", "H", "H", "H", "C", "O", "P", "O", "O", "C", "O", "C", "H", "H", "H", "H", "H", "H", "H", "H", "H", "C", "O", "P", "O", "O", "C", "O", "C", "H", "H", "H", "H", "H", "H", "H", "H", "H", "C", "O", "P", "O", "O", "C", "O", "C", "H", "H", "H", "H", "H", "H", "H", "H", "H"], "positions_angstrom": [[-4.51, -1.03, -6.20], [-4.02, -1.07, -4.73], [-2.65, -1.28, -4.57], [-2.16, -2.48, -5.14], [-1.25, -3.31, -4.24], [-0.86, -4.59, -5.01], [-0.73, -4.42, -6.44], [0.47, -4.07, -6.91], [0.77, -2.79, -6.74], [1.48, -4.81, -6.44], [0.44, -4.27, -8.25], [0.03, -2.75, -3.96], [-0.02, -1.89, -2.73], [1.12, -2.24, -1.60], [1.39, -1.13, -0.57], [0.13, -0.66, 0.17], [-0.30, 0.79, -0.12], [-0.73, 1.45, 1.16], [-2.15, 1.06, 1.37], [-0.77, 2.87, 0.93], [-0.59, 3.76, 2.13], [-0.98, 3.36, -0.16], [0.16, -0.25, -3.29], [-0.79, 0.75, -3.29], [1.43, 0.12, -3.81], [-1.37, -2.30, -2.17], [-1.74, -3.52, -2.74], [-3.28, -3.64, -2.44], [-4.13, -4.15, -3.42], [-3.93, -3.18, -1.08], [-4.50, -1.73, -1.15], [-0.88, -5.06, -2.05], [-1.72, -6.27, -2.79], [-1.48, -5.20, -0.05], [-3.72, -1.21, -6.92], [-5.25, -1.82, -6.34], [-5.04, -0.10, -6.38], [-4.22, -0.09, -4.29], [-4.64, -1.77, -4.17], [-1.57, -2.20, -6.02], [-2.96, -3.13, -5.48], [-1.68, -5.29, -4.90], [0.01, -5.05, -4.54], [0.88, -3.15, -1.02], [2.07, -2.46, -2.12], [2.06, -1.55, 0.19], [1.94, -0.28, -0.98], [-0.73, -1.31, -0.02], [0.31, -0.70, 1.25], [-1.16, 0.80, -0.79], [0.53, 1.34, -0.55], [-2.49, 1.25, 2.39], [-2.79, 1.62, 0.68], [-2.28, 0.01, 1.13], [-1.16, 4.67, 1.96], [-0.90, 3.26, 3.04], [0.47, 4.03, 2.17], [-0.67, 1.29, -4.08], [1.84, 0.68, -3.14], [-5.00, -3.78, -3.24], [-3.24, -3.23, -0.25], [-4.75, -3.87, -0.86], [-4.21, -1.19, -2.05], [-4.09, -1.16, -0.32], [-5.58, -1.71, -1.02], [-2.67, -6.24, -2.58], [1.25, 0.71, 3.33], [1.73, 1.41, 4.51], [3.23, 1.90, 4.49], [3.49, 2.70, 3.30], [3.94, 0.43, 4.37], [3.44, -0.71, 5.06], [4.14, 2.45, 5.69], [5.56, 2.41, 5.47], [0.51, 1.32, 2.81], [2.05, 0.45, 2.64], [0.77, -0.21, 3.67], [3.25, -1.50, 4.34], [2.52, -0.50, 5.61], [4.20, -1.06, 5.77], [5.82, 3.06, 4.64], [5.90, 1.40, 5.29], [6.02, 2.79, 6.38], [-5.65, 2.23, 7.80], [-4.79, 3.28, 7.31], [-3.47, 2.79, 6.56], [-3.82, 1.83, 5.51], [-2.77, 2.05, 7.84], [-2.83, 2.58, 9.16], [-2.20, 3.63, 6.10], [-1.00, 2.90, 5.84], [-6.56, 2.24, 7.21], [-5.18, 1.25, 7.73], [-5.87, 2.46, 8.84], [-3.26, 1.83, 9.82], [-3.44, 3.48, 9.21], [-1.82, 2.82, 9.49], [-1.15, 2.21, 5.01], [-0.66, 2.36, 6.72], [-0.24, 3.62, 5.56], [3.64, 3.59, -2.76], [3.86, 2.17, -2.72], [5.26, 1.67, -2.10], [5.33, 2.33, -0.79], [6.21, 2.37, -3.23], [5.90, 2.29, -4.63], [6.16, 0.34, -1.92], [7.52, 0.55, -1.57], [2.85, 3.82, -2.06], [4.54, 4.14, -2.51], [3.32, 3.84, -3.77], [5.84, 3.30, -5.03], [4.95, 1.79, -4.81], [6.70, 1.75, -5.14], [7.58, 1.04, -0.59], [8.04, 1.15, -2.32], [7.98, -0.43, -1.52]]}



(7)
{"formula": "C25H29N5O7Zr", "method": "wB97M-V/def2-TZVPD", "charge": 2, "lumo_ev": -6.68, "gap_ev": 6.55, "e_homo_ha": -0.4860, "e_above_lowest_ev": 1.7220, "elements": ["Zr", "O", "C", "O", "C", "C", "C", "C", "C", "O", "C", "C", "O", "O", "H", "H", "H", "H", "H", "H", "H", "H", "O", "C", "C", "C", "C", "C", "C", "C", "O", "N", "N", "C", "C", "C", "C", "C", "C", "N", "H", "H", "H", "H", "H", "H", "H", "H", "H", "H", "N", "C", "C", "N", "C", "C", "H", "H", "H", "H", "H", "H", "H", "H", "H", "H", "H"], "positions_angstrom": [[-0.66, -0.43, 0.20], [0.17, -4.33, 0.70], [-0.16, -3.18, 0.83], [-0.11, -2.29, -0.11], [-0.68, -2.68, 2.22], [0.08, -1.44, 2.76], [-0.17, -1.30, 4.26], [-1.65, -0.88, 4.29], [-1.97, -0.76, 2.79], [-0.70, -0.33, 2.23], [-2.15, -2.16, 2.18], [-2.79, -2.17, 0.75], [-3.62, -2.99, 0.49], [-2.39, -1.23, -0.05], [-0.57, -3.53, 2.90], [1.12, -1.37, 2.45], [0.48, -0.52, 4.68], [0.02, -2.22, 4.81], [-1.79, 0.07, 4.80], [-2.27, -1.62, 4.77], [-2.75, -0.03, 2.53], [-2.81, -2.78, 2.79], [3.68, -1.61, 0.39], [4.22, -0.40, 0.24], [5.61, -0.28, 0.35], [6.22, 0.94, 0.17], [5.47, 2.08, -0.14], [4.10, 1.99, -0.22], [3.44, 0.76, -0.02], [2.00, 0.73, 0.05], [1.36, -0.38, 0.29], [1.33, 1.87, -0.04], [0.00, 1.69, 0.14], [-0.73, 2.70, 0.48], [-2.16, 2.47, 0.53], [-3.06, 3.36, 1.12], [-4.42, 3.07, 1.07], [-4.83, 1.93, 0.39], [-3.87, 1.10, -0.17], [-2.56, 1.33, -0.09], [2.71, -1.57, 0.34], [6.17, -1.17, 0.58], [7.29, 1.03, 0.28], [5.96, 3.03, -0.28], [3.50, 2.86, -0.42], [-0.32, 3.69, 0.66], [-2.69, 4.24, 1.61], [-5.13, 3.73, 1.52], [-5.88, 1.69, 0.29], [-4.14, 0.20, -0.70], [0.69, -0.02, -4.80], [0.49, -1.37, -4.19], [0.55, -1.23, -2.67], [-0.48, -0.32, -2.17], [-0.34, 1.00, -2.80], [-0.37, 0.91, -4.33], [0.68, -0.08, -5.83], [1.61, 0.34, -4.52], [1.27, -2.05, -4.54], [-0.48, -1.75, -4.52], [1.53, -0.85, -2.36], [0.41, -2.22, -2.20], [-1.41, -0.71, -2.36], [0.62, 1.43, -2.48], [-1.15, 1.65, -2.46], [-0.22, 1.90, -4.76], [-1.34, 0.52, -4.67]]}



(8)
{"formula": "C18H54O13", "method": "wB97M-V/def2-TZVPD", "charge": 0, "lumo_ev": 0.02, "gap_ev": 9.95, "e_homo_ha": -0.3651, "e_above_lowest_ev": 3.6805, "elements": ["O", "C", "C", "O", "H", "H", "H", "H", "H", "H", "O", "C", "C", "O", "H", "H", "H", "H", "H", "H", "O", "C", "C", "O", "H", "H", "H", "H", "H", "H", "O", "C", "C", "O", "H", "H", "H", "H", "H", "H", "C", "C", "O", "H", "H", "H", "H", "H", "H", "C", "C", "O", "H", "H", "H", "H", "H", "H", "C", "C", "O", "H", "H", "H", "H", "H", "H", "C", "C", "O", "H", "H", "H", "H", "H", "H", "C", "C", "O", "H", "H", "H", "H", "H", "H"], "positions_angstrom": [[1.61, 1.28, 3.80], [2.91, 1.69, 3.45], [3.45, 1.09, 2.22], [4.80, 1.32, 1.89], [1.62, 0.89, 4.68], [2.98, 2.78, 3.43], [3.61, 1.47, 4.26], [2.85, 1.39, 1.36], [3.34, 0.01, 2.16], [5.09, 0.69, 1.23], [0.64, 5.08, 0.46], [0.05, 3.90, 1.01], [-0.46, 4.03, 2.44], [0.58, 4.11, 3.40], [1.55, 5.04, 0.75], [-0.80, 3.68, 0.36], [0.84, 3.15, 1.07], [-1.21, 3.28, 2.71], [-0.94, 5.00, 2.57], [1.03, 3.27, 3.54], [1.18, -2.40, -5.39], [0.52, -1.34, -4.62], [1.53, -0.31, -4.00], [2.35, -0.97, -3.02], [1.73, -2.93, -4.80], [-0.04, -0.95, -5.48], [-0.27, -1.64, -3.94], [1.13, 0.54, -3.46], [2.27, -0.20, -4.80], [3.11, -0.40, -2.90], [2.94, -3.80, 4.83], [2.02, -2.78, 4.51], [0.94, -3.45, 3.55], [1.53, -3.72, 2.20], [3.60, -3.45, 5.43], [1.55, -2.54, 5.47], [2.64, -1.95, 4.17], [0.18, -2.69, 3.37], [0.55, -4.35, 4.04], [1.92, -4.58, 2.37], [-2.93, 5.19, -3.53], [-3.02, 4.05, -2.62], [-2.16, 2.95, -2.88], [-3.64, 5.91, -3.12], [-3.16, 4.99, -4.58], [-1.96, 5.68, -3.53], [-3.95, 3.56, -2.92], [-3.24, 4.37, -1.60], [-1.36, 3.00, -2.35], [0.12, -0.82, 0.52], [-0.43, 0.18, -0.52], [-1.91, 0.29, -0.61], [-0.48, -0.79, 1.43], [1.14, -0.56, 0.80], [0.08, -1.87, 0.21], [0.02, 0.02, -1.50], [-0.05, 1.15, -0.20], [-2.04, 1.00, -1.24], [3.76, -2.25, 0.15], [5.30, -1.92, -0.08], [5.49, -0.60, -0.09], [3.36, -1.66, 0.97], [3.55, -3.31, 0.32], [3.22, -1.94, -0.75], [5.57, -2.35, -1.05], [5.86, -2.39, 0.73], [5.30, -0.24, -0.96], [-4.24, -0.69, -3.02], [-5.42, 0.12, -3.50], [-6.65, -0.37, -2.93], [-4.15, -1.66, -3.51], [-4.22, -0.93, -1.96], [-3.33, -0.17, -3.34], [-5.48, 0.10, -4.59], [-5.36, 1.20, -3.33], [-7.21, 0.34, -2.61], [-3.28, -2.83, 0.57], [-3.34, -3.46, 1.98], [-4.67, -3.29, 2.52], [-4.09, -3.11, -0.10], [-2.41, -3.17, 0.00], [-3.19, -1.75, 0.61], [-2.51, -3.11, 2.61], [-3.19, -4.53, 1.83], [-4.65, -3.54, 3.45]]}



(9)
{"formula": "C8H14S", "method": "wB97M-V/def2-TZVPD", "charge": 0, "lumo_ev": 0.17, "gap_ev": 8.96, "e_homo_ha": -0.3229, "e_above_lowest_ev": 5.2689, "elements": ["C", "C", "C", "C", "C", "C", "C", "C", "S", "H", "H", "H", "H", "H", "H", "H", "H", "H", "H", "H", "H", "H", "H"], "positions_angstrom": [[0.32, 0.97, 1.07], [-1.23, 1.00, 0.84], [-0.16, 0.71, -1.57], [-0.27, 0.87, -0.24], [0.86, -2.25, 1.74], [-1.87, 2.34, 1.00], [1.25, 0.48, -2.18], [0.95, -2.83, 0.39], [-0.61, -2.65, 2.40], [0.86, 1.77, 1.49], [0.84, 0.06, 1.60], [-1.67, 0.05, 1.06], [-1.17, 0.67, -2.14], [-1.06, 3.18, 1.19], [-2.57, 2.41, 1.79], [-2.31, 2.78, 0.15], [1.32, -0.41, -2.75], [2.16, 0.38, -1.48], [1.43, 1.20, -3.08], [1.97, -3.05, 0.24], [0.86, -2.06, -0.30], [0.28, -3.58, 0.10], [-1.26, -3.17, 1.47]]}



(10)
{"formula": "C6H14O", "method": "wB97M-V/def2-TZVPD", "charge": 0, "lumo_ev": 0.71, "gap_ev": 9.58, "e_homo_ha": -0.3260, "e_above_lowest_ev": 1.9644, "elements": ["C", "C", "C", "C", "C", "C", "H", "H", "H", "H", "H", "H", "H", "H", "H", "H", "H", "H", "O", "H", "H"], "positions_angstrom": [[-0.69, 0.16, 1.38], [0.14, -0.03, 0.35], [0.76, -1.32, 0.00], [0.11, 0.85, -0.85], [1.19, 1.96, -0.84], [1.41, 2.49, 0.57], [-0.67, -0.50, 2.23], [-1.58, 0.78, 1.23], [1.80, -1.14, -0.34], [0.11, -1.54, -0.78], [0.64, -2.10, 0.80], [0.37, 0.30, -1.76], [-0.93, 1.25, -1.03], [2.14, 1.58, -1.10], [1.02, 2.79, -1.55], [2.13, 3.27, 0.70], [0.58, 2.94, 1.13], [1.71, 1.71, 1.25], [-2.54, -3.30, -0.49], [-2.22, -3.53, 0.42], [-2.27, -4.11, -0.95]]}



Number 1: total energy -482.83371 Eh. Number 2: total energy -2915.38234 Eh. Number 3: total energy -2133.34454 Eh. Number 4: total energy -385.23859 Eh. Number 5: total energy -3582.79214 Eh. Number 6: total energy -4822.91037 Eh. Number 7: total energy -1817.21202 Eh. Number 8: total energy -1696.09830 Eh. Number 9: total energy -711.17988 Eh. Number 10: total energy -312.18284 Eh.